1.
# C18H50F6N5O20S2

A cluster of 10 separate species, C18H50F6N5O20S2 in total (the ωB97M-V functional and the def2-TZVPD basis, OMol25).

## Properties
Orbital gap: 0.3509 hartree
Total charge: -1
Total energy: -105851.5248 eV

Bonds (Å) are listed after each position.
CARTESIAN COORDINATES (ANGSTROEM)
1 C 1.02 -1.42 1.74  F2 1.307, F3 1.320, F4 1.317, S5 1.931
2 F 2.30 -1.67 1.85  C1 1.307
3 F 0.33 -2.51 2.01  C1 1.320
4 F 0.68 -0.40 2.50  C1 1.317
5 S 0.60 -1.04 -0.11  C1 1.931, O6 1.431, O7 1.449, N8 1.729, S9 2.611
6 O 1.69 -0.47 -0.84  S5 1.431
7 O 0.22 -2.35 -0.60  S5 1.449
8 N -0.80 -0.02 0.03  S5 1.729, S9 1.582
9 S -0.27 1.41 -0.39  S5 2.611, N8 1.582, O10 1.455, O11 1.460, C12 1.957
10 O 0.55 1.98 0.67  S9 1.455
11 O 0.22 1.46 -1.76  S9 1.460
12 C -1.95 2.41 -0.46  S9 1.957, F13 1.337, F14 1.325, F15 1.329
13 F -2.95 1.64 -0.92  C12 1.337
14 F -2.14 2.91 0.75  C12 1.325
15 F -1.77 3.38 -1.35  C12 1.329
16 C -3.23 -0.77 -4.14  O17 1.230, N18 1.359, N19 1.373
17 O -3.69 -1.40 -5.09  C16 1.230
18 N -2.09 -1.13 -3.50  C16 1.359, H20 1.007, H21 1.001
19 N -3.90 0.27 -3.54  C16 1.373, H22 1.005, H23 0.998
20 H -1.70 -1.92 -4.00  N18 1.007
21 H -1.96 -0.95 -2.52  N18 1.001
22 H -3.51 0.43 -2.63  N19 1.005
23 H -4.68 0.69 -4.00  N19 0.998
24 C -2.23 -5.28 -1.51  O25 1.238, N26 1.358, N27 1.354
25 O -2.45 -6.41 -1.96  C24 1.238
26 N -2.59 -4.98 -0.23  C24 1.358, H28 1.000, H29 1.005
27 N -1.54 -4.32 -2.16  C24 1.354, H30 1.006, H31 1.000
28 H -3.10 -5.67 0.27  N26 1.000
29 H -2.49 -4.05 0.13  N26 1.005
30 H -1.32 -3.50 -1.61  N27 1.006
31 H -1.08 -4.58 -3.01  N27 1.000
32 C 4.37 -2.29 -1.79  C33 1.500, O35 1.422, H36 1.103, H37 1.091
33 C 5.21 -1.20 -2.39  C32 1.500, O34 1.416, H38 1.092, H39 1.102
34 O 5.45 -1.52 -3.75  C33 1.416, H40 0.962
35 O 3.09 -2.39 -2.42  C32 1.422, H41 0.971
36 H 4.20 -2.08 -0.72  C32 1.103
37 H 4.87 -3.25 -1.77  C32 1.091
38 H 6.16 -0.97 -1.89  C33 1.092
39 H 4.73 -0.21 -2.36  C33 1.102
40 H 4.63 -1.73 -4.19  O34 0.962
41 H 2.73 -1.52 -2.19  O35 0.971
42 C -3.74 -0.90 1.75  C43 1.505, O45 1.435, H46 1.105, H47 1.093
43 C -3.23 -2.15 1.09  C42 1.505, O44 1.458, H48 1.088, H49 1.094
44 O -2.98 -1.87 -0.32  C43 1.458, H50 0.967
45 O -2.67 0.06 1.91  C42 1.435, H51 0.999
46 H -3.98 -1.17 2.80  C42 1.105
47 H -4.73 -0.50 1.54  C42 1.093
48 H -3.92 -2.99 1.14  C43 1.088
49 H -2.26 -2.45 1.49  C43 1.094
50 H -2.31 -1.17 -0.35  O44 0.967
51 H -2.01 -0.10 1.18  O45 0.999
52 C 2.99 2.14 2.26  C53 1.541, O55 1.427, H56 1.082, H57 1.097
53 C 3.66 2.46 0.91  C52 1.541, O54 1.422, H58 1.093, H59 1.090
54 O 4.45 1.33 0.54  C53 1.422, H60 0.960
55 O 3.93 1.91 3.31  C52 1.427, H61 0.964
56 H 2.40 1.24 2.21  C52 1.082
57 H 2.29 2.96 2.46  C52 1.097
58 H 4.21 3.40 0.84  C53 1.093
59 H 2.83 2.45 0.21  C53 1.090
60 H 5.28 1.29 1.02  O54 0.960
61 H 4.56 2.64 3.29  O55 0.964
62 C -3.10 1.62 5.29  C63 1.511, O65 1.453, H66 1.097, H67 1.090
63 C -2.28 2.49 4.35  C62 1.511, O64 1.434, H68 1.093, H69 1.093
64 O -0.87 2.28 4.46  C63 1.434, H70 0.964
65 O -3.15 0.25 4.83  C62 1.453, H71 0.974
66 H -4.08 2.11 5.29  C62 1.097
67 H -2.62 1.50 6.26  C62 1.090
68 H -2.38 3.56 4.51  C63 1.093
69 H -2.59 2.31 3.32  C63 1.093
70 H -0.66 1.56 3.85  O64 0.964
71 H -3.12 0.42 3.87  O65 0.974
72 C 1.12 0.84 -4.97  C73 1.539, O75 1.417, H76 1.092, H77 1.097
73 C 2.16 1.40 -3.99  C72 1.539, O74 1.421, H78 1.092, H79 1.093
74 O 3.43 1.45 -4.63  C73 1.421, H80 0.961
75 O 1.12 1.51 -6.22  C72 1.417, H81 0.967
76 H 0.13 0.95 -4.52  C72 1.092
77 H 1.21 -0.24 -5.14  C72 1.097
78 H 2.31 0.73 -3.14  C73 1.092
79 H 1.72 2.32 -3.60  C73 1.093
80 H 4.06 1.82 -4.01  O74 0.961
81 H 2.04 1.77 -6.36  O75 0.967
82 C -2.82 -4.18 4.10  C83 1.573, O85 1.415, H86 1.098, H87 1.095
83 C -2.00 -2.92 4.54  C82 1.573, O84 1.426, H88 1.086, H89 1.090
84 O -0.90 -3.42 5.29  C83 1.426, H90 0.966
85 O -2.05 -4.85 3.11  C82 1.415, H91 0.958
86 H -3.76 -3.83 3.65  C82 1.098
87 H -3.00 -4.90 4.90  C82 1.095
88 H -2.69 -2.34 5.16  C83 1.086
89 H -1.67 -2.40 3.64  C83 1.090
90 H -0.47 -4.03 4.69  O84 0.966
91 H -2.62 -5.13 2.39  O85 0.958
92 C 1.76 5.04 -0.40  C93 1.516, O95 1.458, H96 1.087, H97 1.092
93 C 3.03 5.62 -1.00  C92 1.516, O94 1.405, H98 1.090, H99 1.100
94 O 3.04 5.67 -2.41  C93 1.405, H100 0.959
95 O 0.53 5.73 -0.76  C92 1.458, H101 0.960
96 H 1.83 4.95 0.68  C92 1.087
97 H 1.50 4.09 -0.88  C92 1.092
98 H 3.89 5.11 -0.57  C93 1.090
99 H 3.18 6.65 -0.65  C93 1.100
100 H 2.20 5.96 -2.78  O94 0.959
101 H 0.22 5.36 -1.59  O95 0.960

These are the Mulliken partial charges, in e, on atoms 1 to 99: atom 1 (C): 0.54, atom 2 (F): -0.19, atom 3 (F): -0.26, atom 4 (F): -0.15, atom 5 (S): 0.40, atom 6 (O): -0.19, atom 7 (O): -0.79, atom 8 (N): -0.27, atom 9 (S): 0.28, atom 10 (O): -0.25, atom 11 (O): -0.42, atom 12 (C): 0.29, atom 13 (F): -0.21, atom 14 (F): -0.15, atom 15 (F): -0.19, atom 16 (C): 0.52, atom 17 (O): -0.70, atom 18 (N): 0.01, atom 19 (N): -0.28, atom 20 (H): 0.19, atom 21 (H): -0.19, atom 22 (H): 0.23, atom 23 (H): 0.18, atom 24 (C): 0.34, atom 25 (O): -0.76, atom 26 (N): -0.18, atom 27 (N): -0.14, atom 28 (H): 0.20, atom 29 (H): 0.20, atom 30 (H): 0.20, atom 31 (H): 0.21, atom 32 (C): -0.24, atom 33 (C): -0.07, atom 34 (O): -0.58, atom 35 (O): -0.55, atom 36 (H): 0.08, atom 37 (H): 0.37, atom 38 (H): 0.41, atom 39 (H): -0.04, atom 40 (H): 0.35, atom 41 (H): 0.20, atom 42 (C): -0.74, atom 43 (C): -0.25, atom 44 (O): -0.68, atom 45 (O): 0.06, atom 46 (H): 0.31, atom 47 (H): 0.24, atom 48 (H): 0.78, atom 49 (H): 0.18, atom 50 (H): 0.27, atom 51 (H): 0.52, atom 52 (C): 0.05, atom 53 (C): 0.27, atom 54 (O): -0.44, atom 55 (O): -0.59, atom 56 (H): -0.18, atom 57 (H): 0.22, atom 58 (H): 0.32, atom 59 (H): -0.43, atom 60 (H): 0.29, atom 61 (H): 0.36, atom 62 (C): -0.28, atom 63 (C): -0.31, atom 64 (O): -0.57, atom 65 (O): -0.45, atom 66 (H): 0.24, atom 67 (H): 0.32, atom 68 (H): 0.37, atom 69 (H): 0.10, atom 70 (H): 0.36, atom 71 (H): 0.20, atom 72 (C): -0.27, atom 73 (C): 0.63, atom 74 (O): -0.66, atom 75 (O): -0.59, atom 76 (H): 0.06, atom 77 (H): 0.20, atom 78 (H): -0.13, atom 79 (H): 0.14, atom 80 (H): 0.33, atom 81 (H): 0.36, atom 82 (C): -0.46, atom 83 (C): 0.25, atom 84 (O): -0.58, atom 85 (O): -0.50, atom 86 (H): 0.29, atom 87 (H): 0.37, atom 88 (H): 0.27, atom 89 (H): -0.25, atom 90 (H): 0.37, atom 91 (H): 0.20, atom 92 (C): 0.27, atom 93 (C): -0.29, atom 94 (O): -0.54, atom 95 (O): -0.61, atom 96 (H): 0.32, atom 97 (H): -0.26, atom 98 (H): 0.23, atom 99 (H): 0.28

=====

2.
# C5H10NO2

The ion C5H10NO2 with charge -1 (the ωB97M-V functional and the def2-TZVPD basis, OMol25).

## Properties
Orbital gap: 0.2243 hartree
Total charge: -1
Relative energy (zero: lowest compared OMol25 entry of this formula, charge and spin): 51.71 kcal per mole
Total energy: -10932.0223 eV
SMILES: C[C@@H](CC[O-])NC=O

Bonds (Å) are listed after each position.
CARTESIAN COORDINATES (ANGSTROEM)
1 O 3.41 0.89 0.34  C2 1.217
2 C 2.33 0.46 -0.02  O1 1.217, N3 1.348, H9 1.105
3 N 1.22 0.40 0.75  C2 1.348, C4 1.470, H10 1.008
4 C 0.02 -0.37 0.39  N3 1.470, C5 1.518, C8 1.530, H11 1.097
5 C -0.98 0.36 -0.49  C4 1.518, C6 1.563, H12 1.094, H13 1.103
6 C -2.08 -0.55 -1.13  C5 1.563, O7 1.320, H14 1.151, H15 1.128
7 O -3.06 0.12 -1.70  C6 1.320
8 C -0.63 -0.96 1.64  C4 1.530, H16 1.091, H17 1.086, H18 1.097
9 H 2.07 0.17 -1.06  C2 1.105
10 H 1.19 0.96 1.59  N3 1.008
11 H 0.38 -1.20 -0.23  C4 1.097
12 H -0.49 0.96 -1.26  C5 1.094
13 H -1.57 1.09 0.10  C5 1.103
14 H -1.46 -1.26 -1.80  C6 1.151
15 H -2.38 -1.31 -0.35  C6 1.128
16 H -1.33 -0.20 2.01  C8 1.091
17 H -1.05 -1.94 1.45  C8 1.086
18 H 0.05 -1.09 2.49  C8 1.097

Per-atom natural (NBO) charges, elementary charge units: atom 1 (O): -0.65, atom 2 (C): 0.53, atom 3 (N): -0.61, atom 4 (C): -0.06, atom 5 (C): -0.45, atom 6 (C): 0.02, atom 7 (O): -0.93, atom 8 (C): -0.62, atom 9 (H): 0.11, atom 10 (H): 0.39, atom 11 (H): 0.18, atom 12 (H): 0.19, atom 13 (H): 0.18, atom 14 (H): 0.03, atom 15 (H): 0.06, atom 16 (H): 0.21, atom 17 (H): 0.23, atom 18 (H): 0.19